The following is a DFT calculation (the ωB97M-V functional and the def2-TZVPD basis) of a molecular structure, C24H36Cl2O2P2RuSSbSe4 in a non-equilibrium geometry.

- Energy relative to the best compared isomer or geometry (same formula, charge and spin): 0.0 kcal per mole
- <S²>: 8.80
- 2S+1: 6
- LUMO energy (spin up / spin down): 4.1 / 4.0 eV
- Net charge: -2
- E_HOMO (spin up / spin down): -1.4 / -2.1 eV
- HOMO-LUMO gap (spin up / spin down): 5.545 / 6.141 eV

CARTESIAN COORDINATES (ANGSTROEM)
Ru (0.108, -1.014, -0.465)
Cl (-2.718, -1.442, 2.535)
C (-1.529, -1.924, 3.700)
C (-1.846, -1.720, 5.032)
C (-0.965, -2.110, 6.026)
C (0.233, -2.704, 5.662)
C (0.534, -2.882, 4.324)
Cl (2.083, -3.610, 3.973)
C (-0.319, -2.501, 3.264)
S (0.153, -2.761, 1.611)
H (-2.788, -1.247, 5.274)
H (-1.203, -1.944, 7.069)
H (0.951, -3.017, 6.407)
C (0.123, 1.846, -2.649)
P (-0.058, 0.043, -2.454)
C (1.081, -0.554, -3.763)
C (-1.685, -0.330, -3.231)
C (-2.161, 0.435, -4.293)
C (-3.400, 0.175, -4.859)
C (-4.176, -0.865, -4.368)
C (-3.702, -1.645, -3.324)
C (-2.458, -1.396, -2.750)
P (-1.771, -2.368, -1.358)
C (-3.209, -3.269, -0.677)
C (-0.940, -3.744, -2.244)
H (0.316, 2.128, -3.687)
H (0.964, 2.156, -2.028)
H (-0.756, 2.363, -2.268)
H (0.693, -0.329, -4.758)
H (1.241, -1.624, -3.635)
H (2.041, -0.056, -3.628)
H (-1.571, 1.264, -4.666)
H (-3.765, 0.794, -5.670)
H (-5.152, -1.065, -4.793)
H (-4.316, -2.454, -2.945)
H (-3.620, -3.987, -1.391)
H (-3.981, -2.572, -0.354)
H (-2.842, -3.795, 0.205)
H (-1.632, -4.309, -2.875)
H (-0.498, -4.392, -1.485)
H (-0.116, -3.346, -2.834)
C (3.492, -3.405, -1.828)
C (2.941, -2.285, -0.938)
C (3.284, -2.590, 0.521)
C (3.603, -0.956, -1.325)
O (1.558, -2.242, -1.168)
H (4.576, -3.508, -1.725)
H (3.256, -3.196, -2.875)
H (3.020, -4.351, -1.551)
H (4.369, -2.686, 0.644)
H (2.798, -3.511, 0.843)
H (2.930, -1.785, 1.165)
H (4.663, -0.949, -1.054)
H (3.108, -0.141, -0.793)
H (3.526, -0.787, -2.401)
C (2.165, 1.544, 3.436)
C (2.469, 2.631, 2.382)
C (2.055, 1.972, 1.059)
O (2.031, 0.569, 1.314)
C (1.481, 0.444, 2.624)
H (1.518, 1.913, 4.232)
H (3.087, 1.167, 3.884)
H (3.528, 2.893, 2.382)
H (1.884, 3.535, 2.550)
H (2.757, 2.146, 0.241)
H (1.060, 2.313, 0.757)
H (1.671, -0.571, 2.972)
H (0.398, 0.609, 2.583)
Se (-1.108, 3.607, 3.215)
Sb (-2.284, 3.808, 1.009)
Se (-1.314, 0.748, 0.209)
Se (-0.579, 4.952, -0.437)
Se (-2.277, 6.225, 1.898)

Atom charges from the Löwdin analysis, given in e for atoms 1 to 6: 0.458 0.628 -0.670 -0.140 -0.119 -0.153